(1)
{
  "formula": "C4H11N2OS",
  "method": "the ωB97M-V functional and the def2-TZVPD basis",
  "elements": ["S", "O", "N", "N", "C", "C", "C", "C", "H", "H", "H", "H", "H", "H", "H", "H", "H", "H", "H"],
  "coordinates": [[-1.64478, -1.63025, -1.86582], [1.24500, 3.50759, 1.49438], [0.53898, -2.15458, 0.60221], [0.23631, 1.52919, 0.69069], [-0.21560, -0.90520, 0.39823], [0.61174, 0.18767, 1.09783], [-0.39370, -0.59306, -1.06544], [1.39533, 2.52670, 0.61722], [-0.32390, 2.02268, 1.37885], [2.34978, 1.95220, 0.74450], [-0.99796, -2.79496, -1.73358], [-0.67940, 0.45428, -1.17572], [0.58756, -0.63827, -1.55338], [1.64722, 0.02447, 0.80896], [-1.13686, -1.07226, 0.95678], [0.51208, 0.03411, 2.17782], [1.40129, 2.85979, -0.45741], [1.20702, -2.35514, -0.13100], [-0.07581, -2.95671, 0.66491]],
  "atomic_forces_ev_per_a": [[0.152, 0.088, -0.236], [-0.006, -0.009, -0.078], [-0.278, -0.711, 0.302], [0.376, 0.051, -0.078], [1.186, -0.501, 0.657], [-0.794, 0.704, -0.211], [-0.161, 0.407, 0.024], [-0.044, 0.623, -0.083], [-0.048, -0.327, 0.147], [-0.078, -0.325, -0.011], [-0.007, -0.069, 0.016], [-0.322, -0.067, 0.063], [-0.183, -0.289, -0.101], [0.246, -0.055, 0.071], [-0.366, 0.346, -0.406], [0.224, -0.179, 0.053], [0.043, 0.047, 0.032], [0.055, 0.249, -0.080], [0.004, 0.017, -0.080]],
  "lowdin_charge": [0.67, -0.34, 0.01, -0.07, -0.48, -0.24, -0.56, -0.58, 0.08, 0.07, -0.18, 0.06, 0.08, 0.09, 0.12, 0.11, 0.06, 0.06, 0.05],
  "smiles": "N[C@H](CS)CNC[O-]",
  "total_charge": -1
}


(2)
{
  "formula": "C6H16",
  "method": "the ωB97M-V functional and the def2-TZVPD basis",
  "elements": ["C", "C", "C", "C", "C", "C", "H", "H", "H", "H", "H", "H", "H", "H", "H", "H", "H", "H", "H", "H", "H", "H"],
  "coordinates": [[1.56914, -0.00744, -1.97656], [1.65600, 0.90725, 0.34543], [1.66181, -0.39115, -0.49076], [-2.34389, 0.69231, 1.78464], [-2.54811, 0.07613, 0.30020], [0.74374, -1.52836, -0.08104], [-1.85474, 0.69829, -0.33478], [1.65082, -0.79642, -2.73082], [-3.54980, 0.26642, 0.08056], [2.35624, 1.70323, -0.12763], [-0.22943, -1.36517, 0.10187], [-1.37712, 0.44901, 2.13786], [0.68834, 0.50596, -2.02119], [-3.05102, 0.27691, 2.46766], [-2.60544, 1.77718, 1.74643], [1.19217, -1.91255, 0.72485], [-2.30892, -1.01670, 0.05337], [2.41391, 0.63285, -2.52544], [0.58686, -2.28948, -0.80280], [0.50744, 1.29956, 0.33223], [2.15624, 0.85466, 1.36130], [2.68576, -0.83251, -0.34538]],
  "atomic_forces_ev_per_a": [[3.530, -0.147, -1.358], [-0.863, 1.564, -0.156], [2.882, 0.020, -0.871], [-1.205, -0.489, -2.251], [2.619, 0.425, 1.021], [1.254, 1.196, -2.600], [-0.938, -0.687, 0.215], [-0.863, -0.667, 0.641], [-1.566, 0.253, -0.906], [-1.497, -1.241, 0.253], [-3.424, 1.718, 1.201], [1.111, 0.313, 0.443], [-2.527, 1.457, -1.023], [-0.541, -0.537, 0.492], [0.749, -0.756, -0.059], [1.266, -1.921, 3.293], [-0.333, 1.503, 1.024], [-1.444, -0.560, 2.180], [0.910, -0.868, -1.156], [2.862, -0.520, 0.519], [-1.350, -0.418, -0.784], [-0.632, 0.361, -0.121]],
  "lowdin_charge": [-0.11, -0.10, -0.48, -0.14, -0.15, -0.06, 0.06, 0.07, 0.02, 0.09, 0.00, 0.03, 0.03, 0.04, 0.08, 0.04, 0.07, 0.12, 0.08, 0.11, 0.08, 0.13],
  "smiles": "CC(C)C.CC"
}


(3)
{
  "formula": "C5H3N3O2",
  "method": "the ωB97M-V functional and the def2-TZVPD basis",
  "elements": ["O", "O", "N", "N", "N", "C", "C", "C", "C", "C", "H", "H", "H"],
  "coordinates": [[-1.03070, -1.90500, 0.32681], [-2.64030, -0.64936, -0.36869], [0.16825, -0.08162, -1.47206], [-1.50806, -0.88285, -0.01969], [-1.83442, 2.45279, 0.48701], [1.35555, -0.37725, -1.10022], [-0.59733, 0.33842, -0.09927], [1.70154, -0.16694, 0.39685], [-1.29725, 1.54659, 0.09501], [0.55771, 0.30727, 0.91671], [2.63263, -0.38024, 0.71832], [2.14385, -0.93606, -1.71880], [0.34854, 0.73426, 1.83803]],
  "atomic_forces_ev_per_a": [[0.493, -1.515, 0.439], [-0.221, -0.450, -0.005], [-0.326, 0.785, 1.342], [-0.956, 1.892, -0.188], [-1.434, 2.668, 0.865], [0.828, -1.089, 1.202], [4.421, -2.113, -1.304], [-4.833, 0.989, -3.231], [0.441, -1.441, -1.351], [0.491, -0.922, -1.512], [2.716, -0.340, 1.577], [-1.552, 1.200, 0.309], [-0.066, 0.336, 1.856]],
  "lowdin_charge": [0.13, 0.11, 0.15, -0.37, 0.22, -0.12, -0.30, 0.03, -0.17, 0.00, 0.06, 0.14, 0.10],
  "smiles": "N#C[C@]1([N+](=O)[O-])C=CC=N1"
}


Per-record DFT total energy, Eh: -741.9250, -238.1180, -506.8860
Per-record gap between HOMO and LUMO, eV: 5.304, 11.916, 10.168
Per-record relative energy (zero: lowest compared OMol25 entry of this formula, charge and spin), kJ/mol: 319.9, 206.2, 522.9